{"formula": "C41H72N6O16PS", "method": "ωB97M-V/def2-TZVPD", "elements": ["C", "O", "C", "C", "C", "C", "C", "C", "C", "C", "C", "C", "C", "N", "O", "C", "N", "C", "N", "C", "C", "N", "N", "C", "C", "C", "C", "S", "O", "O", "O", "N", "P", "C", "O", "H", "H", "H", "H", "H", "H", "H", "H", "H", "H", "H", "H", "H", "H", "H", "H", "H", "H", "H", "H", "H", "H", "H", "H", "H", "H", "H", "H", "H", "H", "H", "H", "H", "H", "H", "H", "H", "H", "H", "H", "H", "H", "O", "C", "O", "C", "C", "C", "H", "H", "H", "H", "H", "H", "O", "C", "O", "C", "C", "C", "H", "H", "H", "H", "H", "H", "O", "C", "O", "C", "C", "C", "H", "H", "H", "H", "H", "H", "O", "C", "O", "C", "C", "C", "H", "H", "H", "H", "H", "H", "O", "C", "O", "C", "C", "C", "H", "H", "H", "H", "H", "H"], "positions_angstrom": [[3.00221, -1.87639, -5.45419], [1.94723, -2.25150, -6.37272], [0.62237, -2.09520, -5.74564], [-0.27423, -1.19580, -6.73843], [-1.85773, -1.16758, -6.31933], [-2.50465, -2.64113, -6.40797], [-3.28250, -3.12675, -5.08645], [-2.48624, -2.85870, -3.71357], [-2.23962, -4.19991, -2.81267], [-0.66454, -4.65128, -2.84021], [0.06551, -4.46660, -1.40855], [1.21001, -3.29326, -1.42598], [0.42622, -1.90123, -1.39222], [0.16105, -1.35061, 0.00705], [0.73215, -1.83418, 1.12619], [0.04419, -2.96575, 1.66077], [-0.32562, -4.07218, 2.00666], [-0.71498, -0.30394, -0.02458], [-1.42366, 0.27694, -1.14970], [-2.29572, 1.36230, -0.73563], [-3.21160, 2.23093, -1.71982], [-2.93627, 3.72005, -1.61551], [-2.06559, 1.43422, 0.69579], [-2.80395, 2.46969, 1.47738], [-1.92544, 3.69591, 2.02302], [-0.52981, 3.96001, 1.27793], [0.55062, 4.33600, 2.45975], [1.84506, 5.44452, 1.74629], [2.32306, 4.89079, 0.42621], [3.04159, 5.51106, 2.66406], [1.13351, 6.95944, 1.56362], [-1.15328, 0.50476, 1.09341], [-0.72966, 0.51787, 2.81659], [1.18576, 0.54863, 3.04562], [-1.30793, -0.95429, 3.55645], [3.34891, -0.77485, -5.56448], [3.92645, -2.51663, -5.74214], [2.78133, -2.11889, -4.35105], [0.69457, -1.66607, -4.67280], [0.20623, -3.17226, -5.64097], [0.18315, -0.13269, -6.72409], [-0.17644, -1.67240, -7.79272], [-1.88026, -0.69320, -5.27193], [-2.35908, -0.42238, -7.03009], [-3.27443, -2.61206, -7.27366], [-1.66230, -3.37703, -6.67359], [-4.31506, -2.61230, -4.98604], [-3.50290, -4.24728, -5.18901], [-2.95913, -2.02995, -3.04933], [-1.41817, -2.46208, -3.95098], [-2.93513, -5.04629, -3.18081], [-2.59912, -3.93292, -1.75338], [-0.09131, -4.19876, -3.72253], [-0.70066, -5.79888, -3.02608], [0.56679, -5.43696, -1.04412], [-0.78286, -4.22820, -0.65235], [1.70587, -3.38470, -2.47106], [1.97873, -3.45755, -0.59423], [1.07772, -1.08555, -1.90667], [-0.52374, -1.98325, -2.02362], [-4.32326, 1.98152, -1.62219], [-2.90731, 1.95042, -2.80244], [-3.69190, 4.13290, -1.05004], [-2.00608, 3.88436, -1.18962], [-3.23060, 1.92652, 2.41315], [-3.74729, 2.79785, 0.88764], [-2.56750, 4.65406, 1.87467], [-1.80263, 3.61052, 3.17440], [-0.07417, 3.06523, 0.73379], [-0.58860, 4.90514, 0.60589], [1.04808, 3.32328, 2.72752], [0.03244, 4.72861, 3.40044], [0.86904, 7.22164, 2.49346], [1.35021, 1.23086, 3.95683], [1.47762, -0.51715, 3.34944], [1.68189, 0.92402, 2.08319], [-0.90860, -1.05664, 4.45137], [1.63941, 1.08185, 5.86521], [2.47287, 0.35487, 6.35372], [2.45238, -1.00011, 6.25047], [3.51865, -1.55174, 7.03341], [4.52199, -0.43326, 7.18097], [3.64074, 0.79689, 7.19057], [3.11260, -1.87624, 7.99597], [3.94292, -2.41623, 6.51958], [5.14836, -0.53131, 8.06914], [5.17948, -0.40672, 6.30596], [3.28772, 1.03752, 8.19636], [4.14278, 1.65469, 6.74254], [2.66725, -9.08654, -0.21681], [2.05757, -8.62930, 0.71564], [1.99072, -7.29953, 1.00514], [1.28014, -7.11731, 2.23438], [0.44474, -8.36453, 2.40020], [1.30584, -9.42444, 1.74768], [2.00739, -6.99370, 3.04294], [0.66363, -6.21838, 2.17273], [0.19588, -8.58074, 3.44080], [-0.49264, -8.25975, 1.84399], [2.01929, -9.85990, 2.45140], [0.70135, -10.20205, 1.28063], [-0.13477, 7.36648, 4.14755], [0.14259, 8.24086, 4.93978], [-0.45439, 9.45800, 4.96394], [0.18478, 10.28133, 5.94760], [0.84849, 9.31720, 6.90051], [1.21127, 8.16163, 5.99421], [0.90600, 10.93090, 5.44313], [-0.56040, 10.90241, 6.44766], [1.70263, 9.74902, 7.42473], [0.12634, 8.98163, 7.65188], [2.18753, 8.30319, 5.52369], [1.17241, 7.20867, 6.52241], [7.31184, 7.30008, -2.34605], [6.29864, 7.29118, -1.69339], [5.93065, 6.27162, -0.87028], [4.62731, 6.53780, -0.33814], [4.44944, 8.03313, -0.45241], [5.24278, 8.36285, -1.69819], [3.89094, 5.98597, -0.92721], [4.57679, 6.19925, 0.69767], [3.40274, 8.33933, -0.50474], [4.90283, 8.52798, 0.41301], [4.63902, 8.26436, -2.60358], [5.69023, 9.35519, -1.63906], [-5.73023, -3.96999, -3.88501], [-6.04738, -5.03821, -4.34702], [-5.83105, -5.40295, -5.64007], [-6.42657, -6.68338, -5.87787], [-6.54639, -7.32508, -4.51609], [-6.77020, -6.13286, -3.61143], [-7.40015, -6.53220, -6.35359], [-5.79188, -7.26484, -6.54917], [-7.33950, -8.07286, -4.46085], [-5.60289, -7.81405, -4.25209], [-7.82861, -5.87231, -3.53509], [-6.33990, -6.29218, -2.62247]], "e_lumo_ev": -3.143, "max_force_ev_per_a": 6.93, "e_homo_ev": -10.9, "charge": 1, "e_tot_ev": -105492.8191}